1.
This record from the Open Molecules 2025 dataset describes a 2-piece molecular cluster, C4H8N2O overall. The level of theory is ωB97M-V/def2-TZVPD.

Atoms and positions in Å:
C1 -0.896 -0.282 1.237
C2 0.012 0.563 0.344
O1 1.223 0.877 0.978
C3 0.454 -0.191 -0.938
N1 1.209 -1.305 -0.633
C4 -0.659 1.824 -0.035
N2 -1.219 2.779 -0.369
H1 -1.038 0.239 2.186
H2 -0.406 -1.242 1.419
H3 -1.875 -0.449 0.774
H4 1.743 0.050 0.889
H5 0.694 0.463 -1.787
H6 -0.865 -0.557 -1.429
H7 1.821 -1.519 -1.417
H8 -0.198 -1.249 -1.218

**Gap between HOMO and LUMO**: 9.6 eV
**Highest occupied orbital energy**: -0.3442 Ha

---

2.
This record from the Open Molecules 2025 dataset describes one molecule with the formula C4H8N2O. The level of theory is ωB97M-V/def2-TZVPD.

Atoms and positions in Å:
C1 0.704 1.111 -0.433
C2 -0.040 -0.042 0.142
C3 -1.035 0.424 1.180
C4 0.759 -1.282 0.442
N1 0.316 0.788 -1.720
N2 -0.676 -0.165 -1.234
O1 1.201 2.005 0.193
H1 -1.174 -0.374 1.971
H2 -1.994 0.637 0.581
H3 -0.566 1.338 1.621
H4 1.758 -0.941 0.828
H5 0.866 -1.788 -0.489
H6 0.295 -1.974 1.018
H7 0.135 1.446 -2.532
H8 -0.549 -1.183 -1.567

**Structure (SMILES)**: CC1(C)NNC1=O
**Gap between HOMO and LUMO**: 10.1 eV
**Highest occupied orbital energy**: -0.3340 Ha

---

3.
This record from the Open Molecules 2025 dataset describes C4H8N2O as an isolated structure. The level of theory is ωB97M-V/def2-TZVPD.

Atoms and positions in Å:
C1 -0.716 1.300 -1.146
C2 0.482 0.468 -0.744
O1 1.116 1.047 0.446
C3 0.696 0.002 1.231
N1 0.800 -0.198 2.466
C4 0.274 -0.854 0.043
N2 -0.952 -1.598 -0.087
H1 -1.408 1.466 -0.312
H2 -1.271 0.826 -1.960
H3 -0.367 2.279 -1.493
H4 1.192 0.380 -1.574
H5 1.313 0.556 2.928
H6 1.135 -1.510 -0.148
H7 -0.770 -2.544 -0.399
H8 -1.525 -1.621 0.748

**Gap between HOMO and LUMO**: 10.5 eV
**Highest occupied orbital energy**: -0.3544 Ha

---

4.
This record from the Open Molecules 2025 dataset describes one molecule with the formula C4H8N2O. The level of theory is ωB97M-V/def2-TZVPD.

Atoms and positions in Å:
N1 1.108 0.378 -1.682
C1 0.902 0.370 -0.245
C2 -0.052 1.473 0.299
C3 -0.991 0.390 0.898
O1 -1.335 -2.412 0.599
C4 -0.121 -0.639 0.228
N2 -0.184 -1.885 0.015
H1 1.865 1.012 -1.921
H2 1.388 -0.551 -1.983
H3 1.830 0.303 0.348
H4 -0.510 2.026 -0.524
H5 0.386 2.171 1.017
H6 -2.030 0.399 0.558
H7 -0.985 0.320 1.991
H8 -1.271 -3.354 0.403

**Structure (SMILES)**: N[C@H]1CC/C1=N\O
**Gap between HOMO and LUMO**: 10.5 eV
**Highest occupied orbital energy**: -0.3439 Ha

---

5.
This record from the Open Molecules 2025 dataset describes one molecule with the formula C4H8N2O. The level of theory is ωB97M-V/def2-TZVPD.

Atoms and positions in Å:
C1 -0.504 1.621 -0.699
C2 -0.035 0.275 -0.015
C3 1.423 -0.068 -0.354
C4 -0.734 -0.911 -0.430
N1 -0.973 2.074 0.490
N2 -0.337 0.974 1.303
O1 -0.391 2.184 -1.751
H1 2.102 0.267 0.437
H2 1.646 0.497 -1.180
H3 1.585 -1.045 -0.547
H4 -0.580 -1.891 0.178
H5 -0.323 -1.094 -1.405
H6 -1.878 -0.665 -0.494
H7 -1.343 2.941 0.845
H8 -1.263 0.615 1.734

**Structure (SMILES)**: CC1(C)NNC1=O
**Gap between HOMO and LUMO**: 10.2 eV
**Highest occupied orbital energy**: -0.3400 Ha

---

6.
This record from the Open Molecules 2025 dataset describes a 2-piece molecular cluster, C4H8N2O overall. The level of theory is ωB97M-V/def2-TZVPD.

Atoms and positions in Å:
C1 0.602 1.115 -0.141
C2 1.167 -0.007 0.276
C3 -0.591 1.638 0.394
C4 2.491 -0.476 -0.018
N1 -1.735 1.923 0.576
N2 -2.519 -0.734 -0.159
O1 -1.268 -1.190 -0.282
H1 1.116 1.871 -0.771
H2 0.566 -0.566 0.900
H3 3.230 -0.509 0.888
H4 2.502 -1.552 -0.297
H5 3.019 0.147 -0.744
H6 -2.365 0.334 0.056
H7 -3.104 -1.149 0.490
H8 -3.110 -0.845 -1.168

**Structure (SMILES)**: [NH3+][O-].C/C=C/C#N
**Gap between HOMO and LUMO**: 8.9 eV
**Highest occupied orbital energy**: -0.3062 Ha

---

7.
This record from the Open Molecules 2025 dataset describes C4H8N2O as an isolated structure. The level of theory is ωB97M-V/def2-TZVPD.

Atoms and positions in Å:
N1 -0.662 -1.649 1.882
C1 -1.202 -0.674 1.132
O1 -1.456 0.420 1.784
C2 -0.567 0.850 0.293
N2 0.654 0.294 -0.216
C3 1.237 0.997 -1.345
C4 0.607 -0.345 -1.505
H1 -0.417 -1.471 2.852
H2 -0.403 -2.530 1.469
H3 -1.379 0.987 -0.422
H4 -0.291 1.784 0.792
H5 0.694 1.848 -1.758
H6 2.319 1.107 -1.325
H7 -0.358 -0.385 -2.011
H8 1.226 -1.231 -1.622

**Gap between HOMO and LUMO**: 8.9 eV
**Highest occupied orbital energy**: -0.2911 Ha

---

8.
This record from the Open Molecules 2025 dataset describes one molecule with the formula C4H8N2O. The level of theory is ωB97M-V/def2-TZVPD.

Atoms and positions in Å:
C1 1.160 0.163 -0.903
C2 2.215 -0.778 0.850
C3 -0.213 0.237 -0.518
N1 -1.041 0.948 -1.433
N2 -2.148 -0.453 0.810
C4 -0.786 -0.395 0.543
O1 2.226 -0.452 -0.429
H1 1.396 0.553 -1.891
H2 -1.690 1.583 -0.988
H3 -0.534 1.411 -2.174
H4 -2.751 0.064 0.189
H5 -2.411 -0.382 1.780
H6 1.777 -0.232 1.668
H7 2.994 -1.452 1.159
H8 -0.194 -0.813 1.336

**Gap between HOMO and LUMO (spin up / spin down)**: 7.8 / 7.2 eV
**Highest occupied orbital energy (spin up / spin down)**: -0.2594 / -0.2322 Ha

---

9.
This record from the Open Molecules 2025 dataset describes C4H8N2O as an isolated structure. The level of theory is ωB97M-V/def2-TZVPD.

Atoms and positions in Å:
C1 -1.796 0.130 0.779
N1 -0.530 0.760 0.407
C2 0.354 0.136 -0.713
C3 1.542 -0.562 -0.112
O1 2.258 0.319 0.745
C4 -0.417 -0.568 -1.675
N2 -1.037 -1.124 -2.489
H1 -1.620 -0.881 1.164
H2 -2.298 0.738 1.535
H3 -2.429 0.060 -0.107
H4 0.115 0.946 1.174
H5 -0.162 1.382 -0.518
H6 2.176 -0.968 -0.912
H7 1.245 -1.398 0.538
H8 2.597 1.031 0.184

**Gap between HOMO and LUMO**: 8.9 eV
**Highest occupied orbital energy**: -0.3019 Ha

---

10.
This record from the Open Molecules 2025 dataset describes one molecule with the formula C4H8N2O. The level of theory is ωB97M-V/def2-TZVPD.

Atoms and positions in Å:
C1 -0.146 0.360 -1.903
C2 -0.151 -0.402 -0.596
N1 1.190 -0.818 -0.111
C3 0.916 -0.292 1.232
C4 -0.359 0.410 0.708
N2 -1.563 0.138 1.432
O1 -1.885 1.162 1.985
H1 0.181 -0.292 -2.720
H2 0.540 1.210 -1.845
H3 -1.148 0.735 -2.138
H4 -0.872 -1.239 -0.642
H5 1.326 -1.822 -0.120
H6 1.693 0.387 1.598
H7 0.687 -1.029 2.005
H8 -0.325 1.538 1.042

**Structure (SMILES)**: C[C@H]1NC[C@@H]1N=O
**Gap between HOMO and LUMO**: 9.3 eV
**Highest occupied orbital energy**: -0.3425 Ha

---

11.
This record from the Open Molecules 2025 dataset describes a 2-piece molecular cluster, C4H8N2O overall. The level of theory is ωB97M-V/def2-TZVPD.

Atoms and positions in Å:
N1 -2.707 -0.539 -0.138
C1 -0.413 0.146 0.543
C2 0.528 -0.481 -0.441
C3 1.911 0.164 -0.402
O1 2.416 0.006 0.910
C4 -1.226 1.179 0.179
N2 -2.255 1.619 -0.227
H1 -3.496 -1.178 -0.368
H2 -2.920 -0.299 0.836
H3 -0.234 -0.024 1.602
H4 0.107 -0.407 -1.449
H5 0.635 -1.543 -0.193
H6 1.826 1.227 -0.676
H7 2.560 -0.326 -1.144
H8 3.267 0.456 0.968

**Gap between HOMO and LUMO (spin up / spin down)**: 9.1 / 8.7 eV
**Highest occupied orbital energy (spin up / spin down)**: -0.3597 / -0.3272 Ha

---

12.
This record from the Open Molecules 2025 dataset describes C4H8N2O as an isolated structure. The level of theory is ωB97M-V/def2-TZVPD.

Atoms and positions in Å:
C1 -0.617 1.370 0.894
C2 0.919 -1.534 -0.554
C3 -0.755 0.248 0.015
N1 -1.831 -0.177 -0.684
C4 1.292 0.875 0.534
N2 0.470 -0.216 -0.163
O1 2.087 0.562 1.412
H1 -1.736 -0.777 -1.487
H2 -2.732 0.215 -0.475
H3 1.503 1.660 -0.212
H4 -1.211 2.258 0.697
H5 -0.523 1.133 1.947
H6 0.148 -2.283 -0.360
H7 1.191 -1.564 -1.612
H8 1.796 -1.769 0.050

**Gap between HOMO and LUMO**: 8.4 eV
**Highest occupied orbital energy**: -0.2866 Ha

---

The calculation returns the following total energy values, one per record and in order: -9300.384; -9303.257; -9304.553; -9303.057; -9303.028; -9300.964; -9300.331; -9301.456; -9301.716; -9301.474; -9300.480; -9303.432 eV.
The calculation returns the following ΔE to the lowest compared entry with this formula, charge and spin values, one per record and in order: 6.010; 3.136; 1.841; 3.336; 3.365; 5.429; 6.062; 4.938; 4.677; 4.920; 5.913; 2.961 eV.